ORCA calculation (wB97M-V/def2-TZVPD) on C16H26BiClIN2O3P as an isolated structure.

The value obtained for the HOMO energy (spin up / spin down) is -14.44 / -13.39 eV. The charge is +2. As for the molar mass: 696.7 g/mol. For the total energy, the calculation gives -2273.70921 hartree. The calculation puts the maximum force at 3.857 eV Å⁻¹.

```
51
Properties=species:S:1:pos:R:3:forces:R:3
C -1.527876 -0.185867 -5.882985 0.5 -0.5 0.3
C -1.060855 -0.071699 -4.437625 -1.3 3.6 0.3
H -2.233928 0.588759 -6.181227 -0.1 0.1 0.4
H -1.979267 -1.180064 -5.917023 0.0 0.1 -0.5
H -0.660688 -0.121245 -6.559137 -0.2 -0.3 0.3
O -1.232368 0.856192 -3.680238 0.5 -2.4 -1.5
I 0.249277 -4.479145 -2.440392 -0.3 0.0 -0.2
Bi 0.047136 -1.726696 -2.673469 1.2 -0.3 1.6
P -1.725930 -1.548766 -0.423173 -0.7 -1.4 0.6
C -2.695459 -0.551031 0.764665 0.1 0.9 -0.2
C -3.076823 -2.517952 -1.187070 -0.2 0.1 -0.2
H -0.163872 -3.232086 0.342008 -0.1 -0.1 0.3
H -1.816862 -3.521047 0.964740 0.2 0.2 0.0
H -0.801637 -2.246021 1.709384 0.0 -0.2 -0.3
C -1.053224 -2.757471 0.770234 0.5 -0.1 -0.1
H -2.687195 -3.245459 -1.910500 -0.2 0.1 0.2
H -3.623536 -3.056784 -0.397871 0.2 0.2 -0.3
H -3.487222 -1.190235 1.181278 0.3 0.0 -0.2
H -3.148483 0.315121 0.268015 0.0 -0.2 0.3
H -3.771432 -1.822300 -1.679268 0.1 -0.3 0.0
H -2.040335 -0.223714 1.581564 -0.2 0.1 -0.3
C -0.623384 1.679266 -0.406827 -1.8 1.9 1.4
O -1.259664 2.387203 0.240170 1.7 -1.8 -1.7
Cl 2.170011 -1.607796 -1.325612 -0.6 0.3 -0.4
C 4.219048 6.014297 3.375574 -0.1 0.3 -0.8
C 4.276322 4.888335 4.380575 0.0 -0.9 1.2
N 3.952954 3.560684 3.808542 1.5 2.1 -0.4
C 5.074272 2.790096 3.247828 -0.1 0.3 -0.7
C 5.652457 1.742068 4.195694 0.3 -0.5 0.5
C 2.647354 3.360760 3.420731 -2.9 -1.9 0.2
O 1.768214 4.217690 3.516191 1.8 -0.5 -0.1
C 2.316823 1.939322 3.029577 -0.4 0.3 -0.9
C 2.578676 0.865754 3.882207 0.3 0.2 -0.3
C 2.316844 -0.420531 3.421567 -0.2 0.0 -0.4
C 1.687375 -0.576437 2.170069 0.5 0.4 1.0
N 1.361494 0.465477 1.398846 -0.1 -0.1 -0.1
C 1.683454 1.697565 1.791449 0.5 -0.3 0.8
H 4.986630 5.859412 2.609377 -0.2 0.2 0.0
H 4.420272 6.962979 3.881958 0.0 -0.2 0.0
H 3.229845 6.065506 2.911670 0.2 0.1 0.1
H 5.287572 4.794902 4.781825 -0.1 0.0 0.1
H 3.569600 5.048669 5.206323 0.1 0.0 -0.3
H 4.746105 2.303974 2.318812 -0.1 0.2 0.3
H 5.864383 3.511718 2.996431 -0.4 0.0 0.1
H 5.396979 0.732143 3.850037 0.0 0.3 0.2
H 6.744795 1.833432 4.189368 -0.3 0.0 0.1
H 5.292966 1.878570 5.224776 0.2 -0.1 -0.3
H 3.007841 1.067527 4.864828 -0.1 -0.3 -0.2
H 2.609939 -1.298936 3.994240 -0.3 0.2 0.0
H 1.461618 -1.598797 1.847776 0.0 0.5 -0.3
H 1.476074 2.539218 1.120680 -0.1 -0.4 0.2
```
Forces are in eV/Å.